C20H57B2Mn2O11 | ωB97M-V/def2-TZVPD

Computed properties:
LUMO energy (spin up / spin down) (eV): 2.4 / 2.4
⟨S²⟩: 30.007
Frontier orbital gap (spin up / spin down) (eV): 5.75 / 5.93

ORCA input file:
```
! wB97M-V def2-TZVPD RIJCOSX def2/J DEFGRID3
* xyz -1 11
H -29.585 -19.538 1.681
H -35.481 -19.217 7.251
H -32.373 -13.633 6.102
C -28.748 -14.507 5.204
C -28.246 -14.766 7.496
B -32.955 -16.243 10.590
H -29.555 -14.772 4.524
H -32.711 -22.418 0.489
H -36.547 -20.741 5.652
H -32.440 -17.265 10.832
H -31.962 -19.622 9.314
C -32.445 -14.103 7.100
H -29.559 -14.785 9.185
C -28.744 -15.400 8.792
C -33.919 -13.865 7.558
H -32.380 -15.721 9.754
O -29.054 -15.181 6.417
H -37.329 -22.240 6.044
Mn -33.392 -16.609 8.310
H -36.083 -23.923 7.068
H -31.500 -20.579 6.414
C -34.713 -23.218 10.748
H -29.264 -17.194 5.128
H -30.779 -18.646 2.656
H -28.283 -13.675 7.590
H -30.803 -18.030 5.316
H -34.628 -13.957 6.712
C -34.509 -23.625 8.441
C -35.166 -23.324 7.094
C -28.977 -17.532 9.735
H -34.894 -20.043 9.275
O -29.112 -16.758 8.553
H -34.235 -18.859 5.287
H -32.912 -17.706 5.244
H -34.021 -16.410 10.222
C -35.813 -17.200 6.688
C -30.630 -19.207 1.730
H -31.762 -13.503 7.720
H -28.693 -13.426 5.325
O -35.157 -17.979 8.879
C -31.604 -19.440 8.285
B -29.682 -18.224 5.347
H -32.896 -15.549 11.517
H -33.982 -12.789 7.807
H -33.495 -21.761 2.791
H -31.817 -20.168 3.693
H -29.339 -18.551 9.655
C -33.996 -17.790 5.266
H -34.377 -17.365 4.332
H -34.424 -23.662 6.360
H -34.404 -24.240 11.016
O -31.912 -18.154 7.895
C -31.541 -20.950 2.975
H -36.932 -18.637 7.997
O -34.375 -14.602 8.660
H -29.375 -18.996 4.547
H -31.805 -23.940 0.278
O -35.461 -21.971 6.911
H -34.135 -18.896 10.376
C -31.880 -23.021 0.856
H -35.870 -19.098 10.456
H -35.883 -22.263 4.949
H -29.506 -17.075 10.575
H -32.552 -22.526 4.015
H -33.794 -22.646 10.925
H -33.134 -20.463 7.097
H -29.411 -18.462 6.417
C -36.352 -21.798 5.821
H -30.736 -18.545 0.871
Mn -30.385 -16.815 6.823
O -34.445 -17.072 6.393
H -34.422 -24.710 8.582
H -30.513 -19.585 8.401
C -35.914 -18.328 7.733
C -35.021 -19.076 9.767
C -32.485 -22.142 2.996
H -30.942 -22.479 0.736
H -35.480 -22.954 11.472
H -30.528 -21.278 3.241
O -31.491 -20.321 1.698
H -36.115 -16.267 7.175
O -35.237 -23.008 9.470
H -27.182 -15.011 7.378
O -31.949 -15.420 6.997
H -27.829 -14.913 4.777
H -36.548 -17.386 5.901
H -33.464 -23.284 8.415
H -27.951 -15.351 9.543
C -32.074 -20.542 7.347
O -32.045 -23.255 2.256
H -27.912 -17.566 9.994
H -31.846 -21.541 7.743
*
```

***

C20H57N5O8V | ωB97M-V/def2-TZVPD

Computed properties:
LUMO energy (spin up / spin down) (eV): 0.2 / 0.3
⟨S²⟩: 0.772
Frontier orbital gap (spin up / spin down) (eV): 8.24 / 8.36

ORCA input file:
```
! wB97M-V def2-TZVPD RIJCOSX def2/J DEFGRID3
* xyz 0 2
H -7.702 17.678 -18.084
H -2.373 23.642 -18.528
H -3.379 15.022 -19.531
C -3.038 22.890 -18.105
C -2.081 19.080 -18.687
C -6.011 18.767 -20.622
C -5.516 16.021 -18.300
H -4.116 26.336 -21.421
C -2.988 19.255 -17.416
H -8.838 16.399 -18.055
H -2.619 21.937 -18.429
H -2.061 17.859 -20.193
H -2.758 20.173 -16.876
C -5.074 17.848 -24.201
H -6.276 21.114 -12.917
H -7.536 20.051 -21.337
H -3.599 24.827 -22.043
V -7.527 20.831 -16.080
H -4.023 19.336 -17.749
C -7.453 19.274 -20.578
H -7.470 18.441 -12.677
H -6.318 16.979 -21.847
H -8.260 19.946 -12.773
H -4.987 20.222 -21.399
H -3.925 22.807 -20.662
H -6.325 22.130 -18.238
C -5.600 17.799 -21.816
O -5.762 18.526 -23.090
H -5.945 18.188 -19.701
H -5.553 16.073 -19.388
H -7.933 16.482 -19.457
O 0.092 18.452 -19.715
N -3.256 15.213 -18.547
H -5.648 23.356 -20.556
C -7.826 16.637 -18.383
H -2.862 17.266 -19.002
H -2.711 14.383 -18.362
H -5.623 16.948 -24.478
C 1.482 18.282 -19.716
C -0.619 18.579 -18.480
H -4.179 19.409 -20.431
H 2.009 18.408 -20.662
H -5.414 25.176 -21.927
H -5.332 21.170 -19.035
C -4.575 14.925 -17.950
H -8.649 18.658 -13.932
H -4.059 17.563 -23.926
O -4.457 24.871 -20.150
H -0.554 17.578 -18.053
O -6.869 15.738 -17.791
H -5.138 16.941 -17.856
H -2.933 22.924 -17.020
H -5.271 19.642 -12.904
H -8.206 21.966 -18.384
H 1.846 19.116 -19.117
C -4.420 25.292 -21.497
H -2.990 18.376 -16.771
O -6.822 19.708 -16.993
H -5.382 14.649 -15.886
O -7.955 22.282 -17.494
N -2.788 18.117 -19.541
C -4.499 23.048 -18.609
H -8.240 18.538 -20.746
H -2.018 20.008 -19.256
C -4.645 23.434 -20.136
C -4.867 20.933 -14.525
H -4.895 13.976 -18.380
H -4.248 22.622 -13.330
H -3.168 21.282 -13.163
H 1.709 17.257 -19.424
H -3.058 22.160 -14.584
H -0.063 19.254 -17.829
H -4.948 22.021 -16.199
H -4.600 17.437 -21.578
C -7.840 19.163 -13.404
C -5.843 20.325 -13.532
H -4.868 23.930 -18.087
H -4.378 20.244 -15.214
H -7.634 19.670 -19.579
H -5.625 22.704 -15.003
H -5.107 18.396 -25.142
C -4.424 14.787 -16.386
H -9.073 22.293 -14.099
H -4.002 15.710 -15.987
C -3.807 21.793 -13.884
O -6.877 19.665 -14.302
N -5.083 19.858 -20.462
H -3.834 13.905 -16.140
N -5.567 21.793 -15.434
N -5.359 21.842 -18.281
O -8.576 22.266 -14.940
*
```

***

C20H58BF3HgO11S | ωB97M-V/def2-TZVPD

Computed properties:
LUMO energy (eV): -1.8
Frontier orbital gap (eV): 7.22

ORCA input file:
```
! wB97M-V def2-TZVPD RIJCOSX def2/J DEFGRID3
* xyz 0 1
O -2.425 -4.188 -1.668
O -0.785 -2.003 -0.225
H 3.642 1.137 4.922
C 3.077 1.347 2.841
H 1.615 -4.418 3.779
Hg -0.614 -4.261 -0.204
H -4.341 -3.410 -2.140
F -0.058 0.897 1.274
H -6.806 2.132 -1.921
H 2.054 0.987 2.738
C 0.160 2.695 -5.836
O -5.170 -0.330 -0.510
H 1.082 -4.768 -1.466
H -2.502 -1.298 2.033
H 1.523 3.121 3.898
C 0.917 3.801 -3.661
O 4.327 2.873 4.292
C -6.701 1.353 -1.167
C -5.275 0.870 -1.254
O -2.096 -1.500 2.879
H -3.442 0.848 4.895
C -0.925 -0.287 4.724
H -4.861 -0.518 -2.889
F -0.520 1.876 -0.598
H -3.444 -3.054 -0.514
H -0.016 -4.648 -2.777
H -1.079 3.486 -4.326
H 0.647 -2.031 2.507
H 2.316 -1.335 2.466
H 0.903 3.768 -2.572
S -1.373 -0.631 -0.550
H -3.621 -0.900 5.065
C 2.204 -3.447 1.801
H 2.215 3.223 5.546
H -1.744 -1.564 -3.008
H 5.595 2.566 -0.173
O 1.555 -4.170 0.797
H 1.287 1.847 5.123
H -4.585 1.589 -0.814
O -1.648 -2.248 -3.674
C -3.352 -0.104 4.372
H 5.933 3.464 -2.416
H 5.169 0.131 -0.983
H -0.584 2.097 -6.363
H 3.081 3.347 -1.698
C 4.965 2.397 -1.046
H 3.593 3.309 0.023
H 3.226 2.023 1.999
O 5.681 2.544 -2.310
O -1.675 -0.494 -1.988
C -1.990 -0.318 3.665
H -3.714 0.764 -2.874
H 0.160 3.647 -6.366
H -4.247 -0.499 -0.305
H -4.185 -0.072 3.669
H 3.880 0.721 -0.055
C 3.919 3.443 -1.008
H 5.099 2.474 3.883
H -1.761 -3.151 -3.368
B 0.852 -4.180 -2.341
H -6.927 1.767 -0.184
O -0.124 1.688 -3.800
C -3.692 -3.737 -1.328
H -7.418 0.598 -1.491
H 3.819 0.727 -1.838
C 3.250 1.895 4.244
H 3.176 -3.240 1.355
H 0.603 -3.183 -2.012
H 2.623 -5.423 2.867
C -0.117 2.979 -4.400
H -5.116 1.236 -3.495
O -2.504 -0.379 0.383
C 1.995 2.563 4.707
C 2.427 -4.368 3.054
H -0.839 0.683 5.213
H 4.271 4.474 -0.972
H -1.892 0.474 2.923
H -4.281 -4.525 -0.860
C -4.772 0.554 -2.717
H 3.839 0.585 2.675
C 1.625 -2.055 2.027
H -0.747 -2.267 -4.005
F 1.133 0.553 -0.578
H 1.556 -1.619 1.030
H 0.030 -0.484 4.237
H 3.267 -3.997 3.642
H -0.821 1.790 -3.148
H 1.851 3.418 -4.072
H 1.097 2.146 -5.924
C -0.066 0.757 -0.074
H 1.794 -5.088 0.949
H -1.190 -1.060 5.446
H 0.931 4.856 -3.936
C 4.438 0.939 -0.965
H 1.645 -4.205 -3.073
*
```

***

F_max list, top to bottom, in eV Å⁻¹: 3.0 4.4 5.0
E_tot list, top to bottom, in Ha: -3975.35547 -2615.77777 -2500.19531